[1]
The following is a DFT calculation (the ωB97M-V functional and the def2-TZVPD basis) of a molecular structure, C35H31N3OPPtS3SeTe in a non-equilibrium geometry.

Last column: Löwdin charge in e.
Cartesian coordinates (Å):
Pt 0.0906 0.1485 -0.3391  0.5447
S -0.7905 -2.5278 3.3749  0.6582
C -0.3234 -1.5910 2.1299  -1.9257
S -0.0185 -2.1791 0.5545  0.4986
S -0.0657 0.0578 2.4623  0.5532
O 1.1890 2.8393 0.4309  -0.0427
N -0.0297 2.3745 -0.0088  -0.1384
C -0.5640 3.1813 -0.8270  -0.0586
C -1.9331 3.0501 -1.3343  -0.1949
C -2.4800 4.2143 -1.8724  -0.0163
C -3.8174 4.2812 -2.2216  -0.0400
C -4.6262 3.1700 -2.0460  -0.0321
C -4.0775 1.9890 -1.5670  -0.0565
C -2.7375 1.9108 -1.2098  -0.2726
P -2.1631 0.2674 -0.6618  0.9383
C -2.8164 -0.8373 -1.9479  -0.3347
C -4.0509 -1.4782 -1.8605  -0.0864
C -4.4881 -2.2779 -2.9076  -0.0556
C -3.7058 -2.4409 -4.0430  -0.0479
C -2.4784 -1.7981 -4.1413  -0.0362
C -2.0413 -0.9983 -3.0970  -0.1168
C -3.1245 -0.0730 0.8218  -0.3787
C -3.5897 0.9780 1.6123  -0.0853
C -4.3465 0.7090 2.7404  -0.0553
C -4.6345 -0.6051 3.0876  -0.0501
C -4.1429 -1.6538 2.3237  -0.0683
C -3.3796 -1.3935 1.1949  -0.1383
H 1.3675 2.3156 1.2251  0.0738
H -0.0230 4.0952 -1.0707  0.1515
H -1.8473 5.0879 -1.9896  0.1227
H -4.2272 5.2001 -2.6240  0.1195
H -5.6812 3.2194 -2.2846  0.1200
H -4.7107 1.1167 -1.4542  0.1140
H -4.6715 -1.3664 -0.9803  0.1050
H -5.4441 -2.7818 -2.8327  0.1134
H -4.0518 -3.0748 -4.8506  0.1140
H -1.8576 -1.9279 -5.0219  0.1049
H -1.0891 -0.4988 -3.1568  -0.0065
H -3.3589 2.0029 1.3452  0.1117
H -4.7145 1.5249 3.3500  0.1133
H -5.2357 -0.8129 3.9647  0.1150
H -4.3410 -2.6784 2.6130  0.1174
H -2.9794 -2.2123 0.6103  0.0977
C 0.3353 -1.6980 -8.6879  -0.0382
C 0.4293 -1.5750 -7.1889  -0.2536
C 0.3595 -0.3384 -6.5590  -0.0104
C 0.5242 -0.2019 -5.1845  -0.3136
C 0.4548 1.1871 -4.5855  -0.0698
C 0.7644 -1.3580 -4.4144  -0.5254
Te 1.4059 -1.2061 -2.4199  1.2031
C 0.7699 -2.6329 -5.0217  -0.3246
C 0.9706 -3.9250 -4.2622  -0.0872
C 0.6106 -2.7061 -6.4007  -0.0179
H 0.1099 -0.7408 -9.1562  0.0771
H -0.4331 -2.4184 -8.9744  0.0853
H 1.2830 -2.0605 -9.0921  0.0891
H 0.1922 0.5540 -7.1571  0.1201
H 0.5626 1.9445 -5.3633  0.0837
H 1.2403 1.3368 -3.8462  0.0248
H -0.5089 1.3571 -4.0937  0.0720
H 0.5933 -3.8697 -3.2459  0.0306
H 2.0324 -4.1816 -4.2147  0.0896
H 0.4600 -4.7432 -4.7726  0.0829
H 0.6399 -3.6829 -6.8781  0.1283
Se 2.8928 -0.8636 1.5474  1.1505
N 2.2436 0.2175 0.2700  -0.4557
C 3.2847 0.6498 -0.4603  -0.4363
C 3.2175 1.5292 -1.5801  -0.1093
C 4.3670 1.8337 -2.2318  -0.0450
C 5.6379 1.3098 -1.8215  -0.0549
C 5.7494 0.4891 -0.7548  -0.0053
C 4.5631 0.1330 -0.0403  -0.3626
N 4.5342 -0.6817 1.0054  -0.2050
H 2.2724 1.9663 -1.8626  0.0756
H 4.3285 2.4927 -3.0911  0.1157
H 6.5241 1.5907 -2.3765  0.1131
H 6.7026 0.0910 -0.4285  0.1242

Cartesian forces, eV/Å:
0.19 -0.43 2.31
0.13 -0.45 -0.18
-0.12 -0.02 0.98
-0.32 1.04 -1.02
-0.21 0.48 -0.97
0.06 0.28 0.26
0.68 -0.67 -0.62
-0.61 0.43 -0.33
0.18 -0.10 -0.13
0.09 0.13 0.00
-0.05 0.05 -0.06
0.01 0.03 0.00
-0.11 -0.02 0.09
0.28 -0.04 -0.01
0.00 -0.77 -0.36
0.25 -0.07 -0.11
-0.06 0.01 0.03
-0.03 0.00 0.00
0.02 0.01 0.02
-0.04 0.03 -0.02
-0.33 -0.03 0.16
0.09 0.02 0.09
-0.01 -0.02 -0.04
-0.01 0.04 0.02
0.01 -0.01 0.01
0.03 0.01 -0.02
-0.03 0.04 0.07
0.11 -0.11 0.00
-0.10 0.06 0.19
-0.05 -0.04 0.02
0.03 -0.06 0.04
0.05 -0.04 -0.04
0.02 0.04 -0.06
0.01 -0.01 -0.04
0.04 0.03 0.01
0.01 0.03 0.04
-0.05 0.05 0.08
-0.12 0.04 -0.06
-0.06 -0.02 0.02
0.02 -0.03 -0.03
0.04 0.02 -0.04
0.01 0.04 -0.03
-0.05 -0.01 0.01
0.00 -0.04 0.13
-0.03 -0.02 -0.08
-0.05 0.09 0.01
0.18 0.04 0.03
-0.02 -0.18 -0.20
0.00 0.13 -0.17
-0.02 -0.12 0.08
-0.01 0.06 0.16
0.01 0.07 -0.20
-0.02 -0.02 -0.05
-0.01 -0.03 0.02
0.01 0.04 0.00
-0.03 0.03 -0.01
0.02 -0.09 0.04
-0.03 -0.06 0.02
0.02 -0.02 0.04
0.03 0.01 0.04
-0.03 0.03 0.08
-0.04 0.01 0.06
0.05 0.06 -0.02
0.00 0.08 0.05
-0.08 -0.13 0.25
0.14 -0.12 -0.73
-0.10 0.02 0.12
0.09 0.11 0.19
0.04 0.01 0.03
0.01 0.07 -0.15
0.06 -0.09 0.13
-0.17 0.04 -0.02
0.15 0.13 -0.12
-0.04 -0.08 -0.07
0.03 0.00 0.06
-0.06 0.00 -0.01
-0.09 0.03 0.01

Values from the calculation:
Energy above the lowest of the compared OMol25 structures with the same formula, charge and spin (kcal/mol): 43.2
Charge: +1
Max |F| (eV Å⁻¹): 2.358
Electronic energy (eV): -160989.311
E_HOMO (alpha / beta) (hartree): -0.3697 / -0.3629


[2]
The following is a DFT calculation (the ωB97M-V functional and the def2-TZVPD basis) of a molecular structure, C35H31N4O3PtS.

Last column: Löwdin charge in e.
Cartesian coordinates (Å):
Pt -0.8582 -0.1295 0.6962  0.9209
O -1.9480 1.1341 -0.3991  -0.3665
C -1.7090 1.2931 -1.7414  -0.5167
C -1.6329 -0.0526 -2.4646  -0.0779
C -0.5314 -1.0283 -2.1427  -0.2202
C -0.2737 -1.9635 -3.1379  -0.0240
C 0.6206 -2.9854 -2.9178  -0.0512
C 1.2540 -3.0290 -1.6968  -0.0310
C 0.9874 -2.0645 -0.7344  -0.2172
C 1.7675 -2.2548 0.5519  -0.0680
C 1.4999 -1.3627 1.7675  -0.5160
O 0.1425 -1.2927 2.0205  -0.4282
C 2.1149 0.0373 1.6514  -0.1688
C 2.9622 0.4356 0.6273  -0.0384
C 3.5518 1.6952 0.6454  -0.1060
C 3.2806 2.5762 1.6776  -0.1126
C 2.3965 2.2011 2.6842  -0.0654
C 1.8259 0.9421 2.6724  -0.0252
C 2.1889 -2.0493 2.9606  -0.1435
C 1.4315 -2.5324 4.0192  -0.0140
C 2.0438 -3.1768 5.0870  -0.0872
C 3.4189 -3.3490 5.1090  -0.1124
C 4.1842 -2.8571 4.0592  -0.0925
C 3.5725 -2.2087 2.9979  -0.0300
N 0.1042 -1.0655 -0.9526  0.0583
C -0.4475 2.1197 -2.0623  -0.1428
C -0.1559 2.4596 -3.3842  -0.0358
C 0.9433 3.2407 -3.6970  -0.0971
C 1.7636 3.7167 -2.6809  -0.1055
C 1.4707 3.3978 -1.3650  -0.0800
C 0.3776 2.5955 -1.0539  -0.0123
C -2.9050 2.1110 -2.2641  -0.1321
C -3.1354 3.3356 -1.6349  -0.0049
C -4.2026 4.1329 -2.0040  -0.0785
C -5.0680 3.7229 -3.0142  -0.1140
C -4.8554 2.5059 -3.6358  -0.1018
C -3.7813 1.7030 -3.2591  -0.0401
H -1.5751 0.1171 -3.5415  0.1055
H -2.5698 -0.5872 -2.2708  0.1415
H -0.8119 -1.8809 -4.0719  0.1150
H 0.8134 -3.7344 -3.6754  0.1069
H 1.9589 -3.8137 -1.4557  0.1166
H 2.8298 -2.2460 0.2951  0.1157
H 1.5537 -3.2789 0.8721  0.1375
H 3.1693 -0.2239 -0.2071  0.1077
H 4.2057 1.9908 -0.1662  0.1003
H 3.7352 3.5596 1.6898  0.0965
H 2.1477 2.8957 3.4766  0.1034
H 1.1223 0.6466 3.4414  0.1189
H 0.3624 -2.3715 3.9963  0.1104
H 1.4402 -3.5412 5.9099  0.0958
H 3.8945 -3.8536 5.9411  0.0913
H 5.2617 -2.9693 4.0721  0.0947
H 4.1788 -1.7960 2.1989  0.1142
H -0.8167 2.1288 -4.1789  0.1118
H 1.1489 3.4964 -4.7300  0.0921
H 2.6159 4.3436 -2.9153  0.0910
H 2.0910 3.7755 -0.5635  0.0870
H 0.1379 2.3660 -0.0220  0.0960
H -2.4772 3.6367 -0.8286  0.1225
H -4.3667 5.0759 -1.4972  0.0986
H -5.9048 4.3468 -3.3046  0.0899
H -5.5272 2.1689 -4.4167  0.0916
H -3.6478 0.7515 -3.7573  0.0990
S -2.0986 0.6241 2.4796  0.5183
C -1.9015 2.2930 2.4164  -0.8594
N -1.7871 3.4459 2.4249  0.0249
N -3.6503 -4.3427 0.9008  0.1230
C -2.5476 -3.5140 0.6914  -0.6677
N -1.6640 -3.4582 1.7263  0.1651
O -2.3917 -2.9481 -0.3760  0.0229
H -3.9663 -4.4630 1.8489  0.0763
H -4.3868 -4.1638 0.2383  0.0877
H -1.9779 -3.7559 2.6340  0.0888
H -0.9968 -2.6752 1.7403  0.0474

Cartesian forces, eV/Å:
-0.04 0.32 -0.13
0.08 0.03 0.08
0.05 0.00 -0.10
-0.12 -0.07 0.02
0.02 0.11 -0.04
0.09 0.08 -0.04
-0.01 0.01 -0.01
0.07 0.04 -0.02
0.14 0.21 0.03
-0.11 -0.02 -0.01
0.08 0.11 0.08
-0.05 -0.25 -0.08
0.00 0.04 -0.03
0.06 -0.07 0.04
0.01 0.02 0.01
0.01 0.00 -0.02
-0.01 0.00 0.02
-0.04 0.02 -0.02
0.03 -0.04 -0.02
0.01 0.03 -0.03
-0.02 -0.01 0.02
0.02 -0.01 0.01
0.01 0.00 -0.01
-0.02 0.02 0.00
-0.36 -0.48 0.19
0.04 -0.04 -0.02
0.04 -0.07 -0.01
0.00 0.01 -0.01
0.00 0.01 0.00
0.00 0.00 0.00
-0.07 0.08 0.02
-0.04 0.01 0.06
-0.02 -0.01 0.04
0.01 -0.01 0.00
-0.01 0.01 0.00
-0.01 0.01 -0.01
0.07 0.01 -0.05
-0.04 -0.04 0.00
0.00 0.03 0.08
0.00 -0.01 0.00
0.00 0.00 0.00
0.00 0.00 -0.01
0.00 -0.03 0.00
-0.03 0.02 0.02
0.01 0.00 0.01
0.00 0.00 0.00
-0.01 0.00 0.00
-0.01 0.00 -0.01
-0.01 0.01 0.00
0.00 -0.01 0.00
0.00 0.00 0.00
0.00 0.01 0.00
0.00 0.00 0.00
0.01 -0.01 0.00
0.01 0.01 0.00
0.00 0.00 0.00
0.00 0.00 0.00
0.00 0.01 0.00
0.01 -0.01 0.00
0.00 0.00 0.00
0.00 0.00 0.00
0.00 0.00 0.00
0.00 0.00 0.00
0.00 0.00 0.00
0.04 -0.14 0.15
0.04 0.18 -0.10
0.01 -0.02 0.01
0.00 -0.05 0.01
-0.10 0.10 0.02
0.04 0.07 0.01
0.11 -0.15 -0.11
-0.02 0.03 0.00
0.00 0.01 0.00
0.00 -0.05 -0.01
0.04 -0.04 -0.02

Values from the calculation:
Energy above the lowest of the compared OMol25 structures with the same formula, charge and spin (kcal/mol): 0.0
Charge: -1
Max |F| (eV Å⁻¹): 0.625
Electronic energy (eV): -62987.756
E_HOMO (hartree): -0.1747


[3]
The following is a DFT calculation (the ωB97M-V functional and the def2-TZVPD basis) of a molecular structure, C35H32BCl5N10O2S3Ti in a non-equilibrium geometry.

Last column: Löwdin spin population.
Cartesian coordinates (Å):
Ti 0.1873 -0.7263 0.5334  0.9864
C -1.4001 2.0061 -2.4189  0.0001
C -0.2196 1.1198 -2.6741  0.0011
C 0.5335 1.1439 -3.8635  0.0000
C 1.5358 0.2193 -3.6819  0.0014
C 2.6507 -0.1586 -4.6061  0.0003
N 1.3684 -0.3158 -2.4611  0.0009
N 0.2856 0.2296 -1.8253  0.0012
B 2.3049 -1.3286 -1.7670  0.0023
N 1.4384 -2.5698 -1.3539  0.0090
N 0.1525 -2.3710 -0.9359  0.0084
C -0.4839 -3.5276 -1.1007  0.0047
C -1.9488 -3.7120 -0.8589  0.0008
C 0.4041 -4.4915 -1.6055  0.0021
C 1.6118 -3.8383 -1.7472  0.0035
C 2.9202 -4.3681 -2.2387  0.0006
N 2.9939 -0.5834 -0.6103  0.0050
N 2.2811 0.3222 0.1240  0.0009
C 3.1520 0.9414 0.9087  0.0014
C 2.7663 2.0431 1.8384  0.0004
C 4.4458 0.4274 0.6868  0.0044
C 4.2955 -0.5396 -0.2821  0.0016
C 5.3217 -1.4377 -0.8953  0.0002
H -1.4176 2.7820 -3.1849  0.0000
H -1.3324 2.5045 -1.4493  0.0000
H -2.3417 1.4572 -2.4665  0.0001
H 0.3690 1.7775 -4.7224  0.0000
H 2.5521 0.4095 -5.5315  0.0000
H 2.6338 -1.2236 -4.8485  0.0000
H 3.6270 0.0618 -4.1676  0.0001
H 3.1408 -1.7135 -2.5441  0.0001
H -2.4873 -2.7770 -1.0090  0.0002
H -2.1564 -4.0584 0.1540  0.0002
H -2.3326 -4.4592 -1.5558  0.0001
H 0.1932 -5.5271 -1.8302  0.0001
H 2.8449 -5.4466 -2.3702  0.0000
H 3.7196 -4.1605 -1.5267  0.0001
H 3.2063 -3.9193 -3.1927  0.0001
H 1.6941 2.2130 1.8193  0.0003
H 3.2552 2.9734 1.5387  0.0001
H 3.0753 1.8080 2.8593  0.0001
H 5.3601 0.7188 1.1843  0.0000
H 6.2986 -1.2127 -0.4689  0.0000
H 5.3768 -1.3138 -1.9794  0.0000
H 5.0959 -2.4877 -0.6958  0.0000
Cl -2.1730 0.6801 0.2479  0.0090
C -2.6220 -0.7258 1.1731  0.0082
C -1.5785 -1.6048 1.4076  0.0019
C -1.9022 -2.6418 2.2725  0.0052
Cl -0.7010 -3.8451 2.6693  0.0036
C -3.1798 -2.8151 2.8135  -0.0013
Cl -3.5209 -4.1402 3.8834  -0.0011
C -4.2016 -1.9332 2.4819  0.0076
Cl -5.7982 -2.1472 3.1140  0.0022
C -3.9198 -0.8651 1.6427  -0.0003
Cl -5.1537 0.2700 1.2030  -0.0005
O 1.3888 -1.8365 1.4064  0.0979
N 1.8343 -1.4603 2.6345  0.4928
N 1.1391 -0.3748 3.0413  0.1367
O 0.2338 0.2128 2.2001  0.0322
C 1.2396 0.0799 4.3307  0.0226
C 0.5186 1.2212 4.7179  0.0353
C 0.6128 1.6805 6.0198  0.0025
C 1.4154 1.0370 6.9602  0.0512
C 2.1372 -0.0853 6.5632  -0.0001
C 2.0639 -0.5710 5.2674  0.0440
H -0.0956 1.7213 3.9828  0.0031
H 0.0528 2.5636 6.3073  -0.0012
H 1.4763 1.4020 7.9790  0.0039
H 2.7735 -0.5938 7.2804  -0.0015
H 2.6172 -1.4452 4.9556  0.0071
S -1.7711 8.4045 -2.3209  0.0000
C -1.0484 7.0737 -1.5895  0.0000
S -1.8773 6.0868 -0.4524  0.0001
C -0.4696 5.0135 -0.2272  0.0002
N 0.5190 5.4200 -0.9779  0.0001
N 0.1869 6.5586 -1.7262  0.0000
C 1.2241 7.0148 -2.5961  0.0000
C 1.2541 8.3104 -3.0977  0.0000
C 2.2838 8.6997 -3.9483  0.0000
C 3.2910 7.8176 -4.3044  0.0000
C 3.2642 6.5288 -3.7858  0.0000
C 2.2453 6.1252 -2.9382  0.0000
S -0.5417 3.6877 0.8180  0.0007
H 0.4762 9.0081 -2.8285  0.0000
H 2.2908 9.7149 -4.3283  0.0000
H 4.0838 8.1271 -4.9750  0.0000
H 4.0470 5.8242 -4.0387  0.0000
H 2.2258 5.1291 -2.5253  0.0000

Cartesian forces, eV/Å:
-0.06 1.18 -1.91
0.09 -0.02 0.07
-0.03 0.16 -0.11
-0.06 0.06 -0.01
-0.01 0.03 -0.03
-0.04 0.02 0.03
-0.01 -0.28 0.11
0.29 0.05 -0.21
-0.07 0.05 0.10
0.00 0.40 -0.13
0.30 -0.81 -0.28
0.02 -0.02 -0.09
0.07 0.03 0.07
-0.08 -0.11 0.05
0.04 -0.05 -0.05
-0.07 0.04 -0.05
-0.23 0.03 -0.14
0.41 -0.18 -0.10
0.06 0.02 -0.02
0.01 -0.04 0.00
0.06 0.09 0.09
0.04 -0.04 0.04
-0.05 0.04 0.00
-0.04 0.00 -0.01
0.04 -0.03 -0.05
0.01 -0.01 0.01
0.01 -0.04 0.06
0.01 -0.01 0.01
-0.01 0.04 0.01
-0.05 0.00 -0.01
-0.07 0.03 0.10
0.01 -0.01 0.00
0.03 -0.02 -0.03
-0.02 0.03 -0.01
0.00 0.08 0.02
0.01 -0.03 0.00
-0.02 -0.01 0.00
-0.02 -0.02 0.04
-0.03 -0.01 -0.01
-0.01 -0.02 0.01
-0.01 0.00 0.00
-0.08 -0.02 -0.06
0.01 0.00 0.00
0.00 0.01 0.04
0.01 0.04 0.00
-0.31 0.03 -0.02
-0.07 -0.03 0.06
-0.90 -0.31 0.61
-0.06 -0.17 -0.06
0.07 0.07 -0.08
0.12 -0.16 0.07
-0.03 0.07 -0.04
-0.08 -0.06 0.07
0.00 0.00 -0.01
0.00 0.29 -0.15
0.07 -0.07 0.05
0.60 -0.48 1.29
-0.24 0.09 -0.18
0.10 -0.13 -0.20
0.35 0.08 1.14
-0.05 0.04 -0.10
0.00 0.04 0.10
0.03 -0.02 -0.01
0.00 -0.02 -0.05
0.00 0.00 -0.06
-0.01 0.03 0.06
0.00 0.00 0.02
-0.01 -0.02 -0.03
0.01 0.00 -0.04
-0.02 -0.02 -0.03
-0.01 0.02 0.04
-0.24 -0.05 0.01
0.05 0.01 0.06
-0.19 -0.23 0.26
-0.13 0.34 -0.25
0.05 0.07 -0.11
0.42 -0.12 -0.03
-0.07 -0.15 0.05
0.12 0.23 -0.04
-0.04 -0.02 0.05
-0.07 -0.02 0.03
-0.02 0.00 0.03
-0.03 -0.02 -0.01
0.00 0.23 -0.04
0.12 -0.06 -0.03
-0.01 -0.02 0.00
0.01 -0.01 0.02
-0.02 -0.01 0.00
0.00 -0.04 0.01

Values from the calculation:
Multiplicity: 3
Energy above the lowest of the compared OMol25 structures with the same formula, charge and spin (kcal/mol): 12.4
Charge: -2
Max |F| (eV Å⁻¹): 2.250
Electronic energy (eV): -174723.796
E_HOMO (alpha / beta) (hartree): -0.0354 / -0.0937